# 1
Here is C41H35FNO3P2S2Sn as an isolated structure from OMol25. Energies are from ωB97M-V with the def2-TZVPD basis set.

Geometry as XYZ:
```
86
Properties=species:S:1:pos:R:3:lowdin_charge:R:1
Sn -1.218 -1.702 0.057 1.36
C -1.364 2.369 -2.102 -0.30
C -0.057 1.878 -1.467 -0.36
P 0.078 2.292 0.341 1.09
C 0.868 0.793 1.102 -0.30
C 1.820 -0.220 0.473 -0.31
C 2.544 -1.047 1.519 0.02
C 2.109 -1.203 2.759 -0.10
C 0.835 -0.593 3.210 -0.47
C 0.369 0.510 2.313 -0.15
C 1.421 3.526 0.371 -0.40
C 2.350 3.561 1.407 -0.10
C 3.311 4.561 1.460 -0.08
C 3.345 5.547 0.483 -0.08
C 2.411 5.529 -0.543 -0.07
C 1.453 4.525 -0.598 -0.10
C -2.536 1.391 -1.922 -0.37
P -2.998 1.006 -0.175 0.97
C -4.203 2.332 0.233 -0.35
C -4.966 2.205 1.394 -0.10
C -5.893 3.173 1.743 -0.08
C -6.059 4.298 0.944 -0.08
C -5.290 4.446 -0.198 -0.07
C -4.364 3.471 -0.551 -0.09
C -4.168 -0.396 -0.424 -0.46
C -4.766 -0.727 -1.638 -0.08
C -5.641 -1.802 -1.724 -0.07
C -5.934 -2.560 -0.599 -0.07
C -5.341 -2.248 0.618 -0.08
C -4.457 -1.182 0.698 -0.20
H -1.207 2.490 -3.176 0.12
H -1.626 3.355 -1.711 0.09
H 0.807 2.296 -1.978 0.07
H 0.004 0.796 -1.590 0.06
H 1.291 -1.573 -0.998 0.10
H 3.468 -1.526 1.229 0.12
H 2.659 -1.816 3.463 0.12
H 0.900 -0.233 4.236 0.12
H -0.408 1.155 2.712 0.11
H 2.334 2.796 2.177 0.10
H 4.037 4.568 2.263 0.11
H 4.094 6.328 0.524 0.11
H 2.426 6.298 -1.305 0.11
H 0.733 4.528 -1.410 0.10
H -2.265 0.437 -2.386 0.08
H -3.416 1.765 -2.448 0.08
H -4.845 1.337 2.033 0.09
H -6.484 3.052 2.641 0.11
H -6.784 5.055 1.214 0.11
H -5.407 5.323 -0.822 0.11
H -3.778 3.616 -1.448 0.08
H -4.560 -0.143 -2.526 0.10
H -6.102 -2.045 -2.673 0.11
H -6.621 -3.393 -0.670 0.11
H -5.564 -2.836 1.499 0.11
H -3.984 -0.947 1.648 0.09
S -0.482 -1.936 3.390 0.93
C 0.216 -3.268 2.467 -0.96
N 0.121 -3.395 1.177 -0.09
C 0.793 -4.519 0.714 -0.30
C 0.898 -4.901 -0.627 -0.01
C 1.615 -6.041 -0.916 -0.05
C 2.216 -6.798 0.104 -0.06
C 2.119 -6.427 1.428 -0.07
C 1.402 -5.268 1.724 -0.44
S 1.101 -4.519 3.254 1.12
H 0.417 -4.311 -1.398 0.10
H 1.716 -6.362 -1.944 0.11
H 2.761 -7.696 -0.154 0.11
H 2.582 -7.017 2.207 0.12
O 5.251 1.678 -1.355 0.11
C 5.181 0.340 -1.344 -0.24
C 6.345 -0.351 -1.690 0.01
C 6.341 -1.724 -1.773 -0.05
C 5.178 -2.453 -1.504 -0.07
C 4.050 -1.780 -1.105 -0.05
C 4.027 -0.381 -0.991 -0.08
C 2.833 0.379 -0.554 -0.21
O 2.630 1.496 -0.981 0.08
O 0.877 -1.033 -0.308 -0.20
H 4.356 2.050 -1.292 0.09
H 7.229 0.229 -1.921 0.13
H 7.245 -2.242 -2.065 0.12
H 5.169 -3.531 -1.602 0.11
H 3.158 -2.359 -0.883 0.10
F -0.707 -2.274 -1.738 -0.49
```

Kohn-Sham gap = 6.89 eV
multiplicity = 1
energy above the lowest of the compared OMol25 structures with the same formula, charge and spin = 313.2 kJ/mol
lowest unoccupied orbital energy = -3.232 eV
HOMO level = -10.1 eV
total charge = +1



# 2
Here is C41H35InN6O5SSe as an isolated structure in a non-equilibrium geometry from OMol25. Energies are from ωB97M-V with the def2-TZVPD basis set.

Geometry as XYZ:
```
90
Properties=species:S:1:pos:R:3:lowdin_charge:R:1
In 0.266 0.137 -0.482 0.92
C -3.409 -4.085 -1.291 -0.10
C -0.979 -3.256 -0.746 -0.51
O -1.929 -2.413 -0.083 0.01
C 0.164 -3.709 0.074 -0.02
C 0.935 -2.918 0.858 -0.36
C 1.910 -3.607 1.787 -0.07
N 0.883 -1.555 0.919 -0.06
N 1.755 -1.032 1.843 0.02
C 1.711 0.254 1.997 -0.49
O 0.924 1.072 1.360 -0.16
C 2.678 0.784 2.997 -0.13
C 2.425 1.978 3.670 -0.03
C 3.324 2.462 4.610 -0.11
C 4.495 1.770 4.884 -0.13
C 4.763 0.587 4.205 -0.11
C 3.866 0.100 3.268 -0.04
H -4.351 -4.282 -0.769 0.12
H -2.071 -5.020 -2.650 0.11
H -3.545 -3.222 -1.932 0.09
H 0.343 -4.776 0.046 0.10
H 1.967 -4.669 1.545 0.07
H 1.573 -3.487 2.818 0.07
H 2.897 -3.148 1.722 0.04
H 1.513 2.512 3.447 0.08
H 3.109 3.390 5.129 0.09
H 5.200 2.153 5.614 0.08
H 5.683 0.048 4.405 0.09
H 4.068 -0.814 2.726 0.10
C -2.556 -8.309 0.285 -0.09
C -2.671 -6.862 -0.145 -0.29
C -2.526 -5.921 0.968 -0.07
C -2.342 -4.596 0.938 0.00
C -2.329 -3.767 -0.276 -0.36
C -3.013 -5.280 -2.154 -0.18
C -2.854 -6.589 -1.445 -0.06
S -2.119 -0.722 -2.466 0.92
O -2.260 -0.031 -3.758 -0.47
O -0.779 -3.035 -2.072 -0.10
N -1.753 0.437 -1.319 -0.23
C -2.666 1.387 -1.096 -0.27
C -3.998 1.276 -1.516 -0.06
C -4.894 2.325 -1.359 -0.08
C -4.517 3.546 -0.832 -0.09
C -3.212 3.733 -0.377 -0.16
C -2.721 4.973 0.057 -0.08
C -1.442 5.062 0.542 -0.30
C -0.642 3.863 0.662 -0.57
N -1.041 2.714 0.018 0.11
C -2.263 2.631 -0.428 -0.14
H -1.593 -8.489 0.770 0.07
H -2.648 -8.985 -0.565 0.06
H -3.340 -8.554 1.007 0.07
H -2.502 -6.394 1.946 0.09
H -2.164 -4.062 1.866 0.13
H -3.761 -5.406 -2.944 0.11
H -2.887 -7.446 -2.117 0.09
H -4.310 0.353 -1.982 0.08
H -5.920 2.189 -1.682 0.10
H -5.225 4.364 -0.771 0.09
H -3.369 5.840 0.017 0.11
H -1.010 6.000 0.856 0.08
H 0.433 3.963 0.750 0.10
Se -1.286 4.019 2.670 0.57
O 0.191 -1.212 -3.447 -0.10
N -0.366 -1.305 -2.369 -0.34
N 1.873 0.970 -1.622 0.06
C 2.826 0.414 -2.225 -0.36
C 3.761 1.280 -3.037 -0.16
C 3.284 2.460 -3.604 -0.03
C 4.123 3.284 -4.337 -0.10
C 5.461 2.948 -4.504 -0.13
C 5.950 1.783 -3.933 -0.11
C 5.104 0.949 -3.213 -0.04
C 3.175 -1.047 -2.236 -0.20
C 3.248 -1.730 -3.448 -0.05
C 3.504 -3.090 -3.472 -0.09
C 3.713 -3.781 -2.286 -0.10
C 3.673 -3.101 -1.079 -0.08
C 3.403 -1.738 -1.052 -0.03
H 2.241 2.701 -3.450 0.11
H 3.735 4.194 -4.781 0.09
H 6.119 3.595 -5.073 0.09
H 6.995 1.522 -4.052 0.09
H 5.490 0.036 -2.778 0.11
H 3.068 -1.195 -4.372 0.12
H 3.531 -3.618 -4.418 0.09
H 3.887 -4.850 -2.301 0.09
H 3.840 -3.634 -0.152 0.09
H 3.375 -1.200 -0.111 0.10
```

Kohn-Sham gap (alpha / beta) = 3.91 / 3.91 eV
multiplicity = 1
energy above the lowest of the compared OMol25 structures with the same formula, charge and spin = 459.6 kJ/mol
lowest unoccupied orbital energy (alpha / beta) = 2.933 / 2.931 eV
HOMO level (alpha / beta) = -1.0 / -1.0 eV
total charge = -2



# 3
Here is C41H36AsBFeN2O2S5 as an isolated structure in a non-equilibrium geometry from OMol25. Energies are from ωB97M-V with the def2-TZVPD basis set.

Geometry as XYZ:
```
89
Properties=species:S:1:pos:R:3:nbo_charge:R:1
Fe -2.018 1.101 -1.080 1.15
N 0.056 0.423 -1.084 -0.88
C 1.247 1.068 -1.474 0.26
C 2.408 0.289 -1.476 -0.28
C 3.644 0.835 -1.760 -0.21
C 3.732 2.192 -2.035 -0.26
C 2.575 2.952 -2.107 -0.19
C 1.298 2.430 -1.878 -0.08
C 0.072 3.274 -2.106 -0.03
C 0.185 4.563 -2.671 -0.23
C -0.933 5.327 -2.946 -0.26
C -2.214 4.833 -2.674 -0.22
C -2.339 3.566 -2.135 -0.22
C -1.207 2.771 -1.844 -0.46
H 0.178 -0.549 -0.801 0.42
H -0.439 0.947 -0.346 0.36
H 2.318 -0.764 -1.224 0.21
H 4.533 0.214 -1.740 0.20
H 4.696 2.660 -2.198 0.19
H 2.677 4.001 -2.346 0.20
H 1.155 4.981 -2.922 0.18
H -0.812 6.311 -3.388 0.18
H -3.090 5.437 -2.895 0.19
H -3.334 3.172 -1.948 0.20
O -7.139 -2.733 -3.577 -0.63
C -6.114 -2.211 -3.194 0.17
S -5.016 -1.297 -4.226 0.29
C -3.942 -0.708 -2.954 -0.41
C -4.145 -1.220 -1.720 -0.44
S -3.201 -0.784 -0.313 -0.39
S -5.450 -2.401 -1.572 0.28
S -2.719 0.478 -3.329 -0.38
C -0.346 0.631 6.831 -0.24
C 0.292 -0.503 6.346 -0.21
C 0.289 -0.780 4.981 -0.28
C -0.357 0.069 4.088 -0.20
C -0.996 1.206 4.586 -0.24
C -0.988 1.487 5.945 -0.21
As -0.342 -0.099 2.116 0.96
C 0.661 -1.779 2.006 -0.30
C -0.031 -2.921 2.413 -0.20
C 0.558 -4.175 2.347 -0.22
C 1.846 -4.309 1.837 -0.24
C 2.532 -3.184 1.402 -0.21
C 1.946 -1.925 1.494 -0.22
C 1.124 1.217 1.998 -0.35
C 2.340 1.055 2.665 -0.16
C 3.304 2.052 2.633 -0.25
C 3.062 3.234 1.938 -0.22
C 1.848 3.416 1.298 -0.19
C 0.880 2.416 1.338 -0.21
H -0.343 0.846 7.894 0.20
H 0.800 -1.176 7.028 0.19
H 0.797 -1.665 4.616 0.22
H -1.499 1.882 3.900 0.25
H -1.484 2.379 6.309 0.21
H -1.047 -2.817 2.780 0.22
H 0.009 -5.050 2.672 0.20
H 2.305 -5.289 1.766 0.20
H 3.523 -3.284 0.975 0.20
H 2.490 -1.056 1.146 0.23
H 2.530 0.147 3.226 0.20
H 4.243 1.909 3.156 0.20
H 3.816 4.013 1.911 0.20
H 1.641 4.333 0.759 0.22
H -0.081 2.592 0.862 0.24
B -3.240 3.970 2.608 -0.57
C -2.867 2.928 1.471 0.37
N -2.559 2.173 0.654 -0.65
H -4.347 3.694 3.037 -0.01
H -2.396 3.864 3.486 -0.02
H -3.213 5.086 2.123 -0.01
C -2.047 -3.813 -1.928 -0.82
S -0.828 -2.511 -2.095 1.30
O -0.217 -2.411 -0.726 -1.01
C 0.379 -3.466 -3.028 -0.16
C 0.583 -3.185 -4.366 -0.22
C 1.553 -3.888 -5.075 -0.22
C 2.315 -4.854 -4.442 -0.22
C 2.118 -5.115 -3.091 -0.21
C 1.151 -4.416 -2.380 -0.24
H -1.540 -4.745 -1.672 0.21
H -2.593 -3.903 -2.869 0.23
H -2.711 -3.488 -1.129 0.27
H -0.022 -2.423 -4.847 0.24
H 1.717 -3.678 -6.125 0.21
H 3.068 -5.401 -4.998 0.20
H 2.720 -5.864 -2.591 0.20
H 0.988 -4.586 -1.321 0.24
```

Kohn-Sham gap (alpha / beta) = 4.83 / 5.26 eV
multiplicity = 5
lowest unoccupied orbital energy (alpha / beta) = 3.790 / 3.790 eV
HOMO level (alpha / beta) = -1.0 / -1.5 eV
total charge = -2



# 4
Here is C41H36AsCaNO3S2 as an isolated structure in a non-equilibrium geometry from OMol25. Energies are from ωB97M-V with the def2-TZVPD basis set.

Geometry as XYZ:
```
85
Properties=species:S:1:pos:R:3:lowdin_charge:R:1
Ca -1.118 0.380 0.894 1.22
C -2.218 1.755 4.608 -0.05
C -3.009 0.809 3.732 -0.29
C -2.756 -0.567 3.772 -0.06
C -3.461 -1.457 2.971 -0.29
C -3.168 -2.935 2.996 -0.06
C -4.435 -0.949 2.111 -0.03
C -4.709 0.408 2.047 -0.27
C -5.714 0.948 1.066 -0.04
C -3.991 1.278 2.873 -0.03
H -1.235 1.958 4.178 0.05
H -2.050 1.323 5.597 0.08
H -2.739 2.704 4.733 0.08
H -2.016 -0.944 4.471 0.10
H -2.704 -3.236 2.052 0.04
H -4.087 -3.513 3.108 0.08
H -2.499 -3.196 3.820 0.07
H -4.970 -1.632 1.459 0.13
H -5.192 1.310 0.178 0.07
H -6.276 1.781 1.494 0.08
H -6.419 0.175 0.757 0.08
H -4.195 2.344 2.825 0.12
O -0.870 1.377 -1.107 -0.15
C -2.118 1.154 -1.025 -0.70
O -2.752 1.473 0.020 -0.13
C -2.792 0.286 -2.046 -0.19
C -3.419 0.802 -3.172 -0.05
C -4.014 -0.045 -4.094 -0.11
C -3.974 -1.419 -3.871 -0.10
C -3.359 -1.934 -2.739 -0.12
C -2.756 -1.098 -1.785 -0.61
S -1.974 -1.787 -0.356 0.54
H -3.437 1.877 -3.330 0.12
H -4.504 0.359 -4.972 0.09
H -4.432 -2.095 -4.584 0.10
H -3.330 -3.003 -2.565 0.09
S 2.242 -1.685 3.681 1.08
C 0.642 -1.109 3.392 -0.45
N 0.520 0.143 3.096 0.00
C 1.773 0.752 3.074 -0.33
C 2.010 2.092 2.769 -0.02
C 3.309 2.554 2.754 -0.08
C 4.378 1.698 3.055 -0.08
C 4.159 0.371 3.364 -0.08
C 2.846 -0.095 3.361 -0.47
H -0.201 -1.792 3.443 0.07
H 1.174 2.748 2.555 0.11
H 3.509 3.589 2.505 0.11
H 5.391 2.083 3.046 0.10
H 4.983 -0.290 3.606 0.11
O 0.771 -0.275 0.380 -0.66
As 1.595 -0.120 -1.062 1.26
C 3.222 -1.104 -0.673 -0.27
C 3.031 -2.400 -0.181 -0.12
C 4.112 -3.147 0.258 -0.08
C 5.390 -2.599 0.232 -0.08
C 5.578 -1.301 -0.219 -0.08
C 4.495 -0.550 -0.661 -0.09
C 2.182 1.636 -1.580 -0.29
C 3.078 1.690 -2.647 -0.11
C 3.561 2.915 -3.083 -0.07
C 3.146 4.083 -2.456 -0.08
C 2.242 4.028 -1.405 -0.07
C 1.753 2.805 -0.967 -0.08
C 0.909 -0.920 -2.680 -0.28
C 1.300 -2.211 -3.030 -0.09
C 0.833 -2.779 -4.205 -0.07
C -0.008 -2.058 -5.041 -0.07
C -0.364 -0.757 -4.713 -0.07
C 0.093 -0.183 -3.537 -0.09
H 2.030 -2.809 -0.122 0.11
H 3.957 -4.152 0.634 0.11
H 6.237 -3.181 0.578 0.10
H 6.569 -0.866 -0.221 0.10
H 4.652 0.468 -0.991 0.09
H 3.381 0.778 -3.146 0.11
H 4.256 2.958 -3.914 0.11
H 3.521 5.041 -2.798 0.10
H 1.902 4.942 -0.932 0.11
H 1.026 2.757 -0.172 0.09
H 1.966 -2.776 -2.399 0.08
H 1.131 -3.787 -4.468 0.10
H -0.387 -2.511 -5.949 0.11
H -1.018 -0.189 -5.363 0.11
H -0.183 0.827 -3.282 0.10
```

Kohn-Sham gap = 6.88 eV
multiplicity = 1
energy above the lowest of the compared OMol25 structures with the same formula, charge and spin = 123.5 kJ/mol
lowest unoccupied orbital energy = 0.366 eV
HOMO level = -6.5 eV
total charge = 0



# 5
Here is C41H36BeN3O2SSb as an isolated structure from OMol25. Energies are from ωB97M-V with the def2-TZVPD basis set.

Geometry as XYZ:
```
85
Properties=species:S:1:pos:R:3:lowdin_charge:R:1
Be -0.123 -0.155 0.142 0.06
C -4.173 0.453 -0.456 -0.04
C -3.470 -0.115 -1.655 -0.21
C -4.042 0.017 -2.918 -0.06
C -3.421 -0.487 -4.047 -0.09
C -2.208 -1.147 -3.924 -0.05
C -1.609 -1.308 -2.681 -0.21
C -0.316 -2.066 -2.556 -0.02
C -2.241 -0.781 -1.546 -0.18
N -1.560 -0.896 -0.305 0.05
C -2.149 -1.562 0.728 -0.42
O -3.208 -2.162 0.760 0.07
C -1.208 -1.543 1.939 -0.12
C -1.243 -2.164 3.177 0.04
C -0.112 -2.025 3.984 -0.02
C 1.036 -1.346 3.559 0.04
C 0.990 -0.779 2.300 -0.13
N -0.129 -0.869 1.621 0.01
C 2.056 -0.170 1.384 -0.46
O 3.144 0.173 1.812 0.06
N 1.580 -0.131 0.098 0.08
C 2.512 -0.058 -0.966 -0.18
C 2.232 0.766 -2.067 -0.21
C 0.951 1.544 -2.149 -0.04
C 3.133 0.833 -3.122 -0.05
C 4.290 0.074 -3.121 -0.09
C 4.516 -0.804 -2.077 -0.05
C 3.634 -0.907 -1.005 -0.19
C 3.886 -1.973 0.024 -0.04
H -4.917 1.188 -0.766 0.08
H -3.471 0.934 0.225 0.03
H -4.674 -0.338 0.102 0.08
H -4.994 0.529 -3.007 0.11
H -3.884 -0.377 -5.020 0.10
H -1.722 -1.560 -4.800 0.11
H -0.021 -2.476 -3.521 0.08
H -0.410 -2.887 -1.843 0.09
H 0.505 -1.436 -2.207 0.06
H -2.101 -2.743 3.485 0.12
H -0.108 -2.493 4.960 0.11
H 1.929 -1.294 4.165 0.12
H 0.921 2.328 -1.395 0.02
H 0.067 0.913 -2.001 0.06
H 0.846 2.012 -3.127 0.09
H 2.909 1.484 -3.959 0.11
H 4.987 0.136 -3.946 0.10
H 5.383 -1.454 -2.097 0.11
H 4.491 -2.769 -0.410 0.08
H 2.949 -2.414 0.373 0.08
H 4.404 -1.576 0.897 0.08
S -0.909 1.914 1.112 0.28
Sb -0.369 3.978 0.367 1.31
C -1.243 5.443 1.588 -0.35
C -0.849 5.524 2.921 -0.12
C -1.459 6.442 3.761 -0.08
C -2.460 7.272 3.274 -0.08
C -2.855 7.186 1.948 -0.08
C -2.248 6.269 1.101 -0.11
C 1.708 4.267 0.469 -0.35
C 2.281 5.520 0.269 -0.12
C 3.659 5.658 0.340 -0.08
C 4.455 4.552 0.611 -0.07
C 3.881 3.308 0.821 -0.05
C 2.503 3.165 0.755 -0.12
C -1.068 4.378 -1.566 -0.36
C -0.705 5.547 -2.230 -0.12
C -1.181 5.783 -3.511 -0.08
C -2.014 4.855 -4.122 -0.07
C -2.377 3.693 -3.457 -0.06
C -1.908 3.452 -2.174 -0.12
H -0.073 4.874 3.307 0.11
H -1.154 6.510 4.797 0.11
H -2.935 7.986 3.933 0.11
H -3.639 7.830 1.572 0.11
H -2.563 6.202 0.066 0.10
H 1.667 6.391 0.069 0.09
H 4.112 6.629 0.185 0.10
H 5.531 4.665 0.662 0.11
H 4.491 2.440 1.035 0.11
H 2.056 2.193 0.916 0.05
H -0.051 6.273 -1.762 0.10
H -0.900 6.688 -4.033 0.11
H -2.379 5.039 -5.124 0.11
H -3.020 2.965 -3.934 0.10
H -2.190 2.542 -1.655 0.08
```

Kohn-Sham gap = 7.97 eV
multiplicity = 1
energy above the lowest of the compared OMol25 structures with the same formula, charge and spin = 0.0 kJ/mol
lowest unoccupied orbital energy = 0.050 eV
HOMO level = -7.9 eV
total charge = 0